# C5H4O2S

C5H4O2S as an isolated structure in a non-equilibrium geometry (ωB97M-V/def2-TZVPD, OMol25).

Computed properties:
E_LUMO	0.7871	eV
gap between HOMO and LUMO	9.5	eV
energy above the lowest of the compared OMol25 structures with the same formula, charge and spin	287.68	kJ/mol

Geometry as ORCA input:
```
! RIJCOSX wB97M-V def2-TZVPD def2/J DEFGRID3
* xyz 0 1
H -3.10034 -0.68388 -0.90714
C -1.46750 0.56834 -0.00392
C -0.79122 1.73132 -0.00064
H -3.07757 -0.66244 0.89821
C 0.75914 0.07697 0.00336
H 2.65133 -0.43994 1.22997
H -1.03811 2.77156 0.00283
S 2.36932 -0.53428 -0.08299
O -1.35496 -1.53957 0.00996
C -2.47948 -0.57320 0.00556
C -0.50340 -0.44742 0.00335
O 0.54874 1.46796 -0.00275
*
```